w.
DFT (ωB97M-V with the def2-TZVPD basis set) results for 15 unconnected molecules or ions with the total composition H30O15.

Properties
Gap between HOMO and LUMO ... 9.202 eV
LUMO ... -0.02111 Ha

ORCA input file:
```
! wB97M-V def2-TZVPD RIJCOSX def2/J DEFGRID3
* xyz 0 1
H 0.779 -0.501 1.242
H -0.434 -0.593 0.436
H 2.608 -2.357 -2.407
H 2.888 -3.471 -3.597
H 0.736 2.746 -2.783
H 0.329 1.465 -3.387
H 0.536 -0.609 -1.871
H -0.961 -1.062 -1.777
H -1.007 -1.287 2.839
H -1.233 -2.367 1.674
H 0.816 -2.220 1.912
H 2.265 -1.860 2.524
H 4.180 1.310 -1.651
H 3.263 0.427 -2.368
H 0.440 -0.353 5.086
H 1.201 0.538 4.059
H -0.419 2.833 3.609
H -1.598 3.730 3.308
H 1.185 1.739 0.199
H -0.146 1.456 -0.268
H 4.403 0.991 0.208
H 5.684 0.380 -0.280
H -4.251 1.239 0.199
H -5.595 2.013 0.518
H -1.547 -3.967 -2.864
H -1.515 -4.420 -1.558
H -2.797 1.454 2.652
H -2.392 2.018 1.291
H -3.460 0.891 -4.037
H -3.081 0.198 -2.757
O 0.154 -1.151 0.858
O 3.139 -2.572 -3.165
O 0.636 2.295 -3.664
O -0.408 -0.280 -1.939
O -0.767 -2.216 2.492
O 1.333 -1.676 2.582
O 3.390 0.822 -1.574
O 0.305 0.283 4.275
O -1.340 3.088 3.983
O 0.428 2.232 -0.033
O 4.831 0.165 -0.128
O -4.682 2.147 0.403
O -1.861 -4.706 -2.433
O -2.435 1.154 1.806
O -3.603 0.056 -3.616
*
```

Okay, here come the Mulliken numbers, in e, for every atom: atom 1 (H): 0.3338, atom 2 (H): 0.2348, atom 3 (H): 0.3188, atom 4 (H): 0.3201, atom 5 (H): 0.3500, atom 6 (H): 0.2860, atom 7 (H): 0.2569, atom 8 (H): 0.2378, atom 9 (H): 0.3658, atom 10 (H): 0.2789, atom 11 (H): 0.4009, atom 12 (H): 0.2253, atom 13 (H): 0.3080, atom 14 (H): 0.2441, atom 15 (H): 0.2974, atom 16 (H): 0.2828, atom 17 (H): 0.3185, atom 18 (H): 0.3010, atom 19 (H): 0.3106, atom 20 (H): 0.2544, atom 21 (H): 0.3359, atom 22 (H): 0.2697, atom 23 (H): 0.3431, atom 24 (H): 0.2921, atom 25 (H): 0.2958, atom 26 (H): 0.3113, atom 27 (H): 0.2929, atom 28 (H): 0.2967, atom 29 (H): 0.3202, atom 30 (H): 0.2935, atom 31 (O): -0.5969, atom 32 (O): -0.6331, atom 33 (O): -0.6296, atom 34 (O): -0.4898, atom 35 (O): -0.6876, atom 36 (O): -0.5622, atom 37 (O): -0.5297, atom 38 (O): -0.5940, atom 39 (O): -0.6271, atom 40 (O): -0.6065, atom 41 (O): -0.6050, atom 42 (O): -0.6128, atom 43 (O): -0.6009, atom 44 (O): -0.5800, atom 45 (O): -0.6222


x.
DFT (ωB97M-V with the def2-TZVPD basis set) results for a molecular structure, H30O15.

Properties
Gap between HOMO and LUMO ... 9.005 eV
LUMO ... -0.00728 Ha

ORCA input file:
```
! wB97M-V def2-TZVPD RIJCOSX def2/J DEFGRID3
* xyz 0 1
H 1.240 0.465 -1.534
H 0.081 -0.171 -0.711
H -0.966 0.519 -2.972
H -1.539 1.952 -2.891
H -1.317 1.325 2.705
H -0.970 1.460 1.171
H 4.783 -0.970 0.381
H 5.365 -0.204 1.510
H -1.906 -2.754 0.400
H -0.591 -2.438 1.075
H 3.210 4.417 0.629
H 2.410 4.245 -0.609
H -2.771 -3.286 -2.061
H -2.453 -1.901 -2.167
H 1.482 -2.003 -0.658
H 0.965 -3.326 -0.204
H -3.750 1.977 -1.867
H -3.077 1.707 -0.609
H 1.040 2.596 -1.376
H 0.982 2.534 0.143
H -1.631 -0.535 0.246
H -1.943 -1.489 -0.699
H 5.519 -1.523 -2.141
H 6.176 -0.823 -0.965
H -2.997 1.596 2.385
H -3.604 1.605 0.985
H -2.844 -1.152 2.346
H -4.205 -0.551 2.135
H 2.026 -0.893 1.975
H 1.366 -1.659 3.147
O 0.537 -0.216 -1.560
O -1.734 1.081 -2.788
O -0.597 1.271 2.025
O 5.232 -1.104 1.303
O -1.094 -3.219 0.653
O 2.675 3.727 0.216
O -3.228 -2.466 -2.000
O 1.698 -2.671 -0.124
O -3.131 1.384 -1.534
O 1.658 2.434 -0.558
O -1.997 -0.558 -0.656
O 5.469 -0.676 -1.677
O -3.751 1.378 1.941
O -3.229 -0.241 2.270
O 1.414 -0.844 2.718
*
```

Okay, here come the Mulliken numbers, in e, for every atom: atom 1 (H): 0.3039, atom 2 (H): 0.3026, atom 3 (H): 0.2555, atom 4 (H): 0.2314, atom 5 (H): 0.2253, atom 6 (H): 0.2634, atom 7 (H): 0.3273, atom 8 (H): 0.3291, atom 9 (H): 0.2579, atom 10 (H): 0.3819, atom 11 (H): 0.2186, atom 12 (H): 0.3075, atom 13 (H): 0.3176, atom 14 (H): 0.3265, atom 15 (H): 0.3240, atom 16 (H): 0.3227, atom 17 (H): 0.2601, atom 18 (H): 0.2155, atom 19 (H): 0.3319, atom 20 (H): 0.3702, atom 21 (H): -0.0134, atom 22 (H): 0.2937, atom 23 (H): 0.3280, atom 24 (H): 0.3544, atom 25 (H): 0.2537, atom 26 (H): 0.2532, atom 27 (H): 0.2283, atom 28 (H): 0.3127, atom 29 (H): 0.3106, atom 30 (H): 0.2811, atom 31 (O): -0.6237, atom 32 (O): -0.5045, atom 33 (O): -0.5578, atom 34 (O): -0.6512, atom 35 (O): -0.6405, atom 36 (O): -0.4918, atom 37 (O): -0.6409, atom 38 (O): -0.6116, atom 39 (O): -0.4728, atom 40 (O): -0.7494, atom 41 (O): -0.1461, atom 42 (O): -0.6852, atom 43 (O): -0.5901, atom 44 (O): -0.5115, atom 45 (O): -0.5982


y.
DFT (ωB97M-V with the def2-TZVPD basis set) results for 15 unconnected molecules or ions with the total composition H30O15.

Properties
Gap between HOMO and LUMO ... 9.339 eV
LUMO ... -0.01566 Ha

ORCA input file:
```
! wB97M-V def2-TZVPD RIJCOSX def2/J DEFGRID3
* xyz 0 1
H -0.312 -0.732 -0.889
H 0.954 -0.226 -0.115
H -4.343 -0.201 -2.115
H -4.444 0.754 -0.950
H 1.203 2.546 0.713
H 0.805 3.485 1.744
H -1.846 -2.315 -4.429
H -1.246 -3.553 -3.760
H 1.752 2.233 -1.834
H 3.244 2.544 -1.592
H 5.849 1.398 -0.777
H 4.319 1.373 -1.348
H -1.968 -0.274 -2.008
H -2.376 -1.195 -1.036
H 0.847 -1.026 1.994
H 1.848 0.168 1.967
H 4.657 0.732 1.774
H 4.319 2.101 1.878
H -3.434 -2.637 1.458
H -3.010 -3.814 0.741
H -2.815 3.294 0.879
H -2.325 1.906 1.597
H 3.877 -0.605 -0.048
H 2.458 -0.700 -0.748
H -1.910 -4.121 2.259
H -0.679 -3.316 2.798
H -4.671 0.473 2.642
H -3.357 0.363 1.843
H -0.449 1.663 -0.277
H 0.039 0.867 -1.432
O 0.317 -0.928 -0.120
O -3.953 0.596 -1.717
O 1.601 3.337 1.223
O -1.761 -3.231 -4.524
O 2.577 1.818 -1.650
O 5.181 1.880 -1.225
O -2.176 -0.222 -1.105
O 1.774 -0.816 1.902
O 3.907 1.248 1.801
O -2.749 -2.945 0.807
O -2.969 2.308 0.911
O 3.180 -1.221 -0.290
O -1.006 -3.923 2.113
O -3.776 0.236 2.706
O 0.228 1.713 -0.947
*
```

Okay, here come the Mulliken numbers, in e, for every atom: atom 1 (H): 0.2224, atom 2 (H): 0.2736, atom 3 (H): 0.2982, atom 4 (H): 0.2560, atom 5 (H): 0.3009, atom 6 (H): 0.2985, atom 7 (H): 0.2945, atom 8 (H): 0.3313, atom 9 (H): 0.2760, atom 10 (H): 0.3289, atom 11 (H): 0.2649, atom 12 (H): 0.4666, atom 13 (H): 0.2713, atom 14 (H): 0.3248, atom 15 (H): 0.2825, atom 16 (H): 0.2745, atom 17 (H): 0.2375, atom 18 (H): 0.2690, atom 19 (H): 0.3316, atom 20 (H): 0.2930, atom 21 (H): 0.2718, atom 22 (H): 0.3216, atom 23 (H): 0.2337, atom 24 (H): 0.3229, atom 25 (H): 0.3026, atom 26 (H): 0.2966, atom 27 (H): 0.3084, atom 28 (H): 0.3120, atom 29 (H): 0.3209, atom 30 (H): 0.2146, atom 31 (O): -0.4673, atom 32 (O): -0.5530, atom 33 (O): -0.6009, atom 34 (O): -0.6201, atom 35 (O): -0.6024, atom 36 (O): -0.6546, atom 37 (O): -0.6471, atom 38 (O): -0.5796, atom 39 (O): -0.4346, atom 40 (O): -0.6396, atom 41 (O): -0.6137, atom 42 (O): -0.5587, atom 43 (O): -0.5524, atom 44 (O): -0.6280, atom 45 (O): -0.6487


z.
DFT (ωB97M-V with the def2-TZVPD basis set) results for 15 unconnected molecules or ions with the total composition H30O15.

Properties
Gap between HOMO and LUMO ... 9.966 eV
LUMO ... -0.02026 Ha

ORCA input file:
```
! wB97M-V def2-TZVPD RIJCOSX def2/J DEFGRID3
* xyz 0 1
H 1.692 -0.539 -0.128
H 0.185 -0.728 -0.186
H -2.597 0.396 -1.418
H -1.996 1.473 -0.530
H -0.976 -1.220 4.011
H 0.136 -2.012 3.343
H 3.387 1.420 -1.703
H 4.836 1.302 -1.260
H -1.324 -1.360 -2.786
H -2.331 -1.886 -1.775
H 1.806 1.804 -0.019
H 2.777 2.833 -0.574
H -0.059 4.411 -0.008
H -1.175 3.379 -0.022
H 2.568 -0.090 2.665
H 2.755 0.221 1.189
H -4.824 1.214 0.030
H -3.601 1.241 0.932
H -5.041 -0.483 -0.779
H -4.237 -0.343 0.503
H -1.976 1.357 2.889
H -0.472 1.150 2.827
H 0.362 1.644 -2.641
H 0.600 0.162 -2.400
H 2.996 -3.213 -1.161
H 3.944 -2.407 -0.288
H -3.783 -2.565 -1.197
H -4.232 -4.015 -1.137
H 5.749 -1.909 0.910
H 4.547 -1.066 0.518
O 1.014 -1.156 -0.427
O -2.840 1.140 -0.854
O -0.016 -1.311 3.987
O 4.261 1.169 -2.022
O -1.437 -2.034 -2.106
O 1.866 2.731 -0.277
O -0.599 3.883 -0.607
O 2.079 0.163 1.874
O -4.203 1.819 0.450
O -4.881 -0.913 0.068
O -1.254 0.893 3.328
O 0.993 1.030 -2.249
O 3.293 -3.116 -0.249
O -3.485 -3.461 -1.390
O 5.496 -1.009 0.672
*
```

Okay, here come the Mulliken numbers, in e, for every atom: atom 1 (H): 0.1624, atom 2 (H): 0.2962, atom 3 (H): 0.2413, atom 4 (H): 0.1997, atom 5 (H): 0.3048, atom 6 (H): 0.3071, atom 7 (H): 0.2531, atom 8 (H): 0.3379, atom 9 (H): 0.3305, atom 10 (H): 0.2588, atom 11 (H): 0.2703, atom 12 (H): 0.2730, atom 13 (H): 0.3015, atom 14 (H): 0.2741, atom 15 (H): 0.2649, atom 16 (H): 0.2167, atom 17 (H): 0.2985, atom 18 (H): 0.3135, atom 19 (H): 0.3046, atom 20 (H): 0.3293, atom 21 (H): 0.2697, atom 22 (H): 0.2914, atom 23 (H): 0.2765, atom 24 (H): 0.2769, atom 25 (H): 0.3249, atom 26 (H): 0.2519, atom 27 (H): 0.2754, atom 28 (H): 0.3059, atom 29 (H): 0.3391, atom 30 (H): 0.2820, atom 31 (O): -0.5363, atom 32 (O): -0.4311, atom 33 (O): -0.6201, atom 34 (O): -0.6380, atom 35 (O): -0.5298, atom 36 (O): -0.5183, atom 37 (O): -0.5828, atom 38 (O): -0.4519, atom 39 (O): -0.6154, atom 40 (O): -0.6729, atom 41 (O): -0.5703, atom 42 (O): -0.4646, atom 43 (O): -0.5683, atom 44 (O): -0.6161, atom 45 (O): -0.6155


Stability, lowest: x